The following is a DFT calculation (ωB97M-V/def2-TZVPD) of a single C23H26N4O4S molecule in a non-equilibrium geometry.

The LUMO energy comes out at -0.335 eV. Its energy above the lowest of the compared OMol25 structures with the same formula, charge and spin is 1.614 eV. Its SMILES is CCOC(=O)c1c(C#N)c(SCC(=O)Nc2ccc(OC)cc2)nc2c1CN(CC)CC2.

Positions of all 58 atoms, in Å:
1 C 5.229 2.471 0.584
2 C 4.598 1.111 0.358
3 O 3.220 1.187 0.736
4 C 2.353 0.412 0.101
5 O 2.642 -0.421 -0.723
6 C 0.953 0.722 0.523
7 C 0.557 2.069 0.571
8 C 1.425 3.116 0.206
9 N 2.093 3.983 -0.137
10 C -0.786 2.328 0.884
11 S -1.470 3.950 0.768
12 C -3.216 3.489 0.477
13 C -3.336 2.266 -0.432
14 O -4.160 1.407 -0.231
15 N -2.460 2.287 -1.478
16 C -1.851 1.149 -2.036
17 C -0.536 1.261 -2.471
18 C 0.170 0.150 -2.891
19 C -0.439 -1.101 -2.884
20 O 0.175 -2.266 -3.219
21 C 1.561 -2.237 -3.487
22 C -1.778 -1.199 -2.502
23 C -2.481 -0.090 -2.080
24 N -1.636 1.373 1.188
25 C -1.269 0.103 1.147
26 C 0.031 -0.285 0.791
27 C 0.368 -1.751 0.692
28 N -0.518 -2.607 1.449
29 C -0.222 -2.600 2.874
30 C -1.013 -3.662 3.629
31 C -1.894 -2.313 1.100
32 C -2.325 -0.894 1.490
33 H 4.691 3.229 0.019
34 H 5.186 2.734 1.637
35 H 6.267 2.450 0.263
36 H 4.655 0.807 -0.693
37 H 5.078 0.340 0.970
38 H -3.676 4.368 0.024
39 H -3.699 3.268 1.427
40 H -1.887 3.121 -1.551
41 H -0.047 2.226 -2.462
42 H 1.195 0.268 -3.199
43 H 1.777 -1.678 -4.403
44 H 2.119 -1.806 -2.651
45 H 1.853 -3.277 -3.625
46 H -2.250 -2.169 -2.537
47 H -3.506 -0.179 -1.763
48 H 1.399 -1.930 1.006
49 H 0.298 -2.041 -0.363
50 H 0.844 -2.831 2.969
51 H -0.388 -1.613 3.339
52 H -2.059 -3.386 3.730
53 H -0.948 -4.610 3.102
54 H -0.598 -3.785 4.626
55 H -2.548 -3.048 1.568
56 H -1.977 -2.429 0.016
57 H -3.249 -0.602 0.987
58 H -2.518 -0.832 2.565



The following is a DFT calculation (ωB97M-V/def2-TZVPD) of a 2-piece molecular cluster, C2H9NOS2 overall.

The LUMO energy comes out at 0.339 eV. Its energy above the lowest of the compared OMol25 structures with the same formula, charge and spin is 0.318 eV. Its SMILES is NCCSS.O.

Positions of all 15 atoms, in Å:
1 N -1.835 0.393 -0.750
2 C -0.635 1.035 -0.178
3 C 0.539 0.808 -1.125
4 S 2.132 1.368 -0.512
5 S 2.313 -0.122 0.957
6 H -2.617 1.027 -0.718
7 H -2.104 -0.380 -0.159
8 H -0.800 2.108 -0.057
9 H -0.404 0.635 0.802
10 H 0.585 -0.256 -1.377
11 H 0.310 1.307 -2.067
12 H 3.286 0.531 1.573
13 O -0.538 -2.694 1.443
14 H -0.386 -3.595 1.140
15 H 0.156 -2.166 1.027



The following is a DFT calculation (ωB97M-V/def2-TZVPD) of a 2-piece molecular cluster, C6H20Si3 overall in a non-equilibrium geometry.

The LUMO energy (alpha / beta) comes out at -1.804 / -0.754 eV. Its energy above the lowest of the compared OMol25 structures with the same formula, charge and spin is 4.643 eV.

Positions of all 29 atoms, in Å:
1 C -0.060 3.091 0.224
2 C -1.749 -1.013 -2.237
3 C -1.778 -2.138 1.401
4 C -1.122 2.158 0.692
5 C -2.097 0.165 -1.412
6 C -0.988 -0.838 1.631
7 Si 4.496 -0.433 0.626
8 Si 2.894 -1.049 -0.920
9 Si -0.886 0.363 0.161
10 H 0.842 2.705 0.572
11 H 0.031 3.035 -0.825
12 H -0.117 4.122 0.490
13 H -0.969 -0.832 -2.894
14 H -1.391 -1.795 -1.690
15 H -2.564 -1.148 -2.849
16 H -2.118 -2.539 2.314
17 H -2.564 -1.969 0.765
18 H -1.257 -2.963 1.012
19 H -2.064 2.608 0.346
20 H -1.116 2.152 1.780
21 H -3.200 0.268 -1.247
22 H -2.010 1.011 -2.089
23 H 0.089 -1.277 1.784
24 H -1.294 -0.242 2.537
25 H 4.080 -0.757 2.040
26 H 4.196 1.079 0.555
27 H 5.869 -0.520 0.544
28 H 3.705 -0.728 -2.286
29 H 3.142 -2.515 -1.022



The following is a DFT calculation (ωB97M-V/def2-TZVPD) of C32H30ClHgN8S7 as an isolated structure.

Its net charge is -2. The LUMO energy (alpha / beta) comes out at 3.677 / 3.676 eV. Its energy above the lowest of the compared OMol25 structures with the same formula, charge and spin is 1.004 eV. Its expectation value of S² is 0.79. Its spin multiplicity is 2.

Positions of all 79 atoms, in Å:
1 Hg 1.064 -0.238 -1.629
2 C -1.313 -0.786 3.423
3 C -1.299 -0.907 1.914
4 N -0.601 -0.126 1.157
5 N 0.147 0.852 1.744
6 C 2.372 0.511 0.714
7 N 3.352 0.736 1.778
8 S 3.141 0.943 -0.926
9 C -2.050 -1.984 1.307
10 C -2.354 -3.137 2.035
11 C -2.808 -4.291 1.433
12 C -2.916 -4.316 0.013
13 C -2.696 -3.176 -0.680
14 N -2.360 -1.990 -0.069
15 H -1.228 0.260 3.720
16 H -0.481 -1.341 3.861
17 H -2.245 -1.173 3.834
18 H 0.496 0.607 2.664
19 H 3.789 1.636 1.614
20 H 4.084 0.040 1.670
21 H -2.148 -3.135 3.097
22 H -3.014 -5.177 2.018
23 H -3.147 -5.229 -0.517
24 H -2.776 -3.137 -1.757
25 S -0.293 2.007 -1.243
26 C 0.829 2.409 0.026
27 N 1.290 3.608 0.086
28 N 2.035 3.919 1.226
29 C 3.331 4.371 1.102
30 C 4.076 4.613 2.267
31 C 5.376 5.078 2.187
32 C 5.970 5.302 0.951
33 C 5.233 5.066 -0.204
34 C 3.926 4.617 -0.141
35 N 1.197 1.457 1.034
36 N 1.884 -0.817 0.549
37 C 1.783 -1.774 1.496
38 C 2.135 -1.688 2.873
39 C 1.969 -2.772 3.722
40 C 1.457 -3.983 3.276
41 C 1.096 -4.087 1.932
42 C 1.237 -3.018 1.075
43 H 1.905 3.254 1.980
44 H 3.618 4.414 3.230
45 H 5.938 5.250 3.098
46 H 6.994 5.651 0.893
47 H 5.697 5.207 -1.173
48 H 3.358 4.402 -1.034
49 H 2.542 -0.770 3.262
50 H 2.227 -2.656 4.771
51 H 1.343 -4.823 3.951
52 H 0.696 -5.020 1.549
53 H 0.924 -3.100 0.040
54 Cl -8.741 -0.516 -0.416
55 C -7.003 -0.532 -0.549
56 C -6.231 -0.127 0.528
57 C -4.851 -0.164 0.422
58 C -4.227 -0.601 -0.745
59 C -2.729 -0.766 -0.793
60 C -5.030 -0.985 -1.815
61 C -6.413 -0.954 -1.727
62 H -6.711 0.204 1.440
63 H -4.246 0.146 1.266
64 H -2.212 0.074 -0.345
65 H -2.374 -0.864 -1.821
66 H -4.564 -1.313 -2.738
67 H -7.027 -1.267 -2.561
68 C 2.174 2.115 -4.397
69 S 2.345 0.341 -4.769
70 C 0.791 -0.040 -5.481
71 C -0.147 -0.866 -4.953
72 S -0.242 -1.672 -3.439
73 S -1.498 -1.204 -6.040
74 C -0.989 -0.269 -7.409
75 S -1.837 -0.180 -8.822
76 S 0.505 0.543 -7.118
77 H 2.958 2.337 -3.674
78 H 1.210 2.303 -3.934
79 H 2.307 2.703 -5.305



The following is a DFT calculation (ωB97M-V/def2-TZVPD) of a single C13H26N2 molecule.

The LUMO energy comes out at 1.059 eV. Its energy above the lowest of the compared OMol25 structures with the same formula, charge and spin is 0.012 eV. Its SMILES is C[C@H]1CCCC[C@@H]1NC1CCN(C)CC1.

Positions of all 41 atoms, in Å:
1 C -0.941 -3.321 -0.460
2 C -0.934 -2.577 0.877
3 C -0.321 -3.481 1.950
4 C -0.306 -2.807 3.316
5 C 0.481 -1.507 3.237
6 C -0.124 -0.586 2.185
7 C -0.165 -1.245 0.802
8 N -0.844 -0.360 -0.137
9 C -0.222 0.913 -0.457
10 C -1.131 1.664 -1.430
11 C -0.538 3.025 -1.776
12 N 0.770 2.861 -2.383
13 C 1.300 4.119 -2.859
14 C 1.680 2.212 -1.459
15 C 1.173 0.821 -1.094
16 H 0.074 -3.430 -0.840
17 H -1.541 -2.807 -1.206
18 H -1.363 -4.315 -0.327
19 H -1.968 -2.346 1.155
20 H -0.889 -4.412 2.003
21 H 0.703 -3.733 1.660
22 H 0.141 -3.475 4.055
23 H -1.330 -2.595 3.629
24 H 0.481 -1.005 4.207
25 H 1.519 -1.727 2.974
26 H 0.466 0.330 2.136
27 H -1.144 -0.316 2.464
28 H 0.872 -1.471 0.490
29 H -1.000 -0.858 -1.006
30 H -0.152 1.495 0.469
31 H -1.232 1.082 -2.348
32 H -2.120 1.787 -0.989
33 H -1.185 3.537 -2.494
34 H -0.483 3.647 -0.862
35 H 1.451 4.853 -2.051
36 H 2.256 3.941 -3.349
37 H 0.610 4.544 -3.588
38 H 2.657 2.133 -1.943
39 H 1.806 2.809 -0.534
40 H 1.114 0.213 -1.999
41 H 1.881 0.355 -0.407



The following is a DFT calculation (ωB97M-V/def2-TZVPD) of C15H31BrP2Sn as an isolated structure in a non-equilibrium geometry.

Its net charge is +2. The LUMO energy (alpha / beta) comes out at -6.318 / -6.052 eV. Its energy above the lowest of the compared OMol25 structures with the same formula, charge and spin is 0.000 eV.

Positions of all 50 atoms, in Å:
1 P 0.345 -0.884 -2.156
2 P 1.502 -1.197 1.698
3 C 1.680 -1.656 -1.147
4 C 1.307 -2.253 0.228
5 H 2.519 -0.939 -1.087
6 H 2.048 -2.491 -1.774
7 H 0.297 -2.699 0.255
8 H 2.016 -3.072 0.436
9 C 3.275 -0.858 1.832
10 H 3.457 -0.049 2.554
11 H 3.699 -0.581 0.855
12 H 3.780 -1.768 2.190
13 C 0.914 -2.076 3.139
14 H 1.724 -2.694 3.550
15 H 0.072 -2.723 2.863
16 H 0.588 -1.353 3.899
17 C 1.144 -0.288 -3.652
18 H 0.528 0.500 -4.101
19 H 1.241 -1.120 -4.364
20 H 2.141 0.113 -3.424
21 C -0.690 -2.291 -2.632
22 H -1.045 -2.834 -1.746
23 H -0.125 -2.979 -3.270
24 H -1.565 -1.926 -3.180
25 Sn -0.657 4.854 -0.198
26 C -0.719 0.454 2.237
27 C 0.620 0.357 1.650
28 C 0.938 1.198 0.327
29 C -0.175 1.547 -0.660
30 C -0.814 0.361 -1.507
31 C -2.041 -0.106 -0.880
32 C -2.083 -0.746 0.411
33 C -2.023 0.240 1.646
34 C -2.823 4.497 -0.431
35 H -0.730 0.733 3.297
36 H 1.261 0.853 2.419
37 H 1.781 0.718 -0.196
38 H 1.331 2.175 0.676
39 H -0.968 2.088 -0.114
40 H 0.242 2.283 -1.376
41 H -1.138 0.823 -2.470
42 H -2.984 0.148 -1.382
43 H -1.263 -1.491 0.497
44 H -3.026 -1.312 0.460
45 H -2.523 1.190 1.388
46 H -2.648 -0.199 2.447
47 H -3.310 4.642 0.537
48 H -2.989 3.478 -0.792
49 H -3.184 5.228 -1.165
50 Br -0.924 4.104 2.215



The following is a DFT calculation (ωB97M-V/def2-TZVPD) of a 3-piece molecular cluster, C3H8O2S overall in a non-equilibrium geometry.

The LUMO energy comes out at -1.218 eV. Its energy above the lowest of the compared OMol25 structures with the same formula, charge and spin is 2.889 eV.

Positions of all 14 atoms, in Å:
1 O -3.158 -0.779 -0.428
2 C -2.226 -0.140 0.019
3 C -0.794 -0.458 -0.266
4 C -0.065 0.721 -0.922
5 S 1.685 0.311 -1.232
6 H -2.420 0.720 0.679
7 H -0.262 -0.708 0.685
8 H -0.716 -1.372 -0.914
9 H -0.141 1.617 -0.304
10 H -0.517 0.925 -1.899
11 H 2.005 1.335 0.320
12 H 2.693 -0.628 2.027
13 H 2.039 -0.617 0.648
14 O 1.877 -0.928 1.588



The following is a DFT calculation (ωB97M-V/def2-TZVPD) of a 2-piece molecular cluster, C21H37INO5S overall in a non-equilibrium geometry.

Its net charge is -1. The LUMO energy comes out at 1.538 eV.

Positions of all 66 atoms, in Å:
1 C -3.235 2.562 4.709
2 C -4.463 1.793 4.213
3 C -4.264 1.264 2.782
4 C -4.597 2.341 1.744
5 C -3.946 2.215 0.357
6 C -2.503 1.718 0.347
7 C -1.920 1.592 -1.076
8 C -0.538 2.261 -1.271
9 C 0.610 1.276 -1.573
10 C 1.415 0.633 -0.397
11 C 1.506 -0.878 -0.655
12 C 0.155 -1.590 -0.715
13 O 0.355 -2.995 -0.763
14 C 0.639 -3.480 -2.026
15 O -0.022 -3.161 -2.972
16 N 2.854 1.117 -0.458
17 C 3.263 1.571 0.797
18 O 4.387 1.572 1.218
19 C 2.013 2.128 1.449
20 C 1.848 3.510 0.783
21 C 0.919 4.408 1.545
22 O 0.238 4.115 2.463
23 I 0.876 6.460 0.815
24 C 0.986 1.056 1.039
25 S 1.185 -0.188 2.368
26 H -2.315 2.031 4.451
27 H -3.163 3.542 4.233
28 H -3.242 2.697 5.791
29 H -5.307 2.490 4.210
30 H -4.676 0.971 4.898
31 H -4.902 0.387 2.650
32 H -3.226 0.937 2.713
33 H -5.681 2.301 1.594
34 H -4.404 3.331 2.168
35 H -4.556 1.608 -0.317
36 H -3.941 3.217 -0.087
37 H -2.485 0.730 0.814
38 H -1.897 2.376 0.977
39 H -2.627 2.064 -1.764
40 H -1.874 0.539 -1.359
41 H -0.347 2.891 -0.405
42 H -0.602 2.942 -2.122
43 H 1.354 1.790 -2.184
44 H 0.190 0.495 -2.202
45 H 2.100 -1.359 0.122
46 H 2.001 -1.030 -1.619
47 H -0.463 -1.385 0.163
48 H -0.425 -1.288 -1.587
49 H 1.519 -4.145 -2.062
50 H 3.474 0.347 -0.696
51 H 2.096 2.285 2.521
52 H 2.825 4.001 0.743
53 H 1.525 3.441 -0.254
54 H -0.010 1.476 1.142
55 H 0.416 -1.169 1.887
56 C 4.924 -6.303 -3.160
57 C 3.396 -6.469 -2.990
58 C 2.751 -6.323 -4.387
59 O 2.897 -5.572 -2.114
60 H 5.144 -5.296 -3.528
61 H 5.420 -6.436 -2.196
62 H 5.350 -7.030 -3.866
63 H 3.244 -7.543 -2.701
64 H 2.938 -5.317 -4.775
65 H 1.671 -6.471 -4.314
66 H 3.145 -7.051 -5.111



The following is a DFT calculation (ωB97M-V/def2-TZVPD) of a 2-piece molecular cluster, C8H20BrNO overall in a non-equilibrium geometry.

The LUMO energy comes out at 0.156 eV. Its energy above the lowest of the compared OMol25 structures with the same formula, charge and spin is 0.293 eV.

Positions of all 31 atoms, in Å:
1 C -0.457 0.921 -2.785
2 C -1.130 0.849 -1.437
3 N -0.232 0.541 -0.254
4 C 0.927 1.463 -0.361
5 C -0.977 0.939 0.991
6 C -2.302 0.211 1.185
7 C 0.108 -0.935 -0.255
8 C 0.853 -1.422 0.960
9 O 2.098 -0.768 1.102
10 C 2.917 -1.326 2.120
11 H -1.332 1.013 -3.437
12 H 0.020 -0.020 -3.047
13 H 0.122 1.817 -2.987
14 H -1.965 0.152 -1.460
15 H -1.593 1.813 -1.196
16 H 1.531 1.196 -1.215
17 H 1.510 1.410 0.548
18 H 0.506 2.467 -0.388
19 H -1.174 2.003 0.898
20 H -0.289 0.751 1.811
21 H -2.611 0.406 2.214
22 H -2.227 -0.867 1.077
23 H -3.069 0.625 0.538
24 H 0.696 -1.087 -1.157
25 H -0.825 -1.476 -0.393
26 H 1.051 -2.497 0.861
27 H 0.228 -1.355 1.867
28 H 2.665 -0.871 3.081
29 H 3.946 -1.177 1.812
30 H 2.739 -2.404 2.216
31 Br -1.731 -2.369 -2.907



The following is a DFT calculation (ωB97M-V/def2-TZVPD) of a single C4H8S2 molecule in a non-equilibrium geometry.

The LUMO energy comes out at -0.503 eV. Its energy above the lowest of the compared OMol25 structures with the same formula, charge and spin is 1.804 eV. Its SMILES is CC[C@@H](S)C=S.

Positions of all 14 atoms, in Å:
1 C -0.975 -0.549 0.265
2 C -0.359 0.218 -0.843
3 C 1.123 0.459 -0.689
4 S 1.494 2.146 0.223
5 C 1.862 -0.517 0.242
6 S 3.360 -1.138 -0.147
7 H -0.878 0.155 1.117
8 H -2.136 -0.527 0.201
9 H -0.678 -1.586 0.529
10 H -0.497 -0.267 -1.828
11 H -0.866 1.120 -0.959
12 H 1.610 0.542 -1.583
13 H 0.643 1.739 1.240
14 H 1.338 -0.931 1.057



no.,E (eV)
1,-49259.164
2,-27427.776
3,-30173.490
4,-138135.117
5,-16883.679
6,-110492.215
7,-18168.356
8,-53041.005
9,-82199.308
10,-25946.610